The following is a quantum chemistry calculation of a molecular structure, C19H26AuFNO2Te at a distorted geometry, from the OMol25 dataset.

Each line ends with the Mulliken charge.
Cartesian coordinates (Å):
C -5.008 0.804 0.365  0.460
H 5.370 -0.073 -2.076  0.406
C 1.754 0.009 -0.665  0.096
C -4.225 1.913 0.095  -0.646
C 2.001 -0.248 -2.005  -0.666
H 1.648 0.831 1.802  0.314
F -6.304 0.977 0.672  -0.330
H 2.325 -2.166 0.870  0.408
H -0.803 -0.889 4.864  0.265
H -1.553 1.410 -5.995  0.372
H 4.746 -0.460 3.085  0.357
H 0.087 0.904 -5.582  0.313
H -3.552 -0.313 -4.253  0.385
O -0.663 -0.350 2.875  -0.156
H -1.502 0.711 4.461  0.383
H 3.388 1.121 2.047  0.568
H 1.167 -0.409 -2.679  0.455
N 2.767 -0.850 2.450  0.132
C 2.653 0.422 1.647  -1.166
C -0.464 0.787 2.214  0.222
C -2.891 1.722 -0.228  0.020
C 2.853 0.197 0.175  0.768
C -2.345 0.445 -0.245  -0.199
C -0.965 0.714 -5.408  -1.121
H -1.203 -0.302 -5.704  0.376
C -1.375 -0.319 4.132  -0.816
H 2.374 -0.643 3.373  0.270
H -2.342 -0.790 3.977  0.272
H -5.135 -1.324 0.522  0.471
H 4.225 -2.138 3.267  0.328
Au -0.265 0.267 -0.066  0.608
H -2.276 2.588 -0.431  0.460
H -2.757 -1.655 -0.043  0.455
C -3.157 -0.653 -0.003  -0.580
C -4.496 -0.481 0.312  -0.693
C 4.365 -0.068 -1.685  -0.701
C 4.148 0.186 -0.345  -0.549
H -4.024 1.352 -3.877  0.347
C -3.466 0.490 -3.533  -0.842
H 2.094 -2.847 2.495  0.403
O -0.687 1.897 2.622  -0.481
H 3.443 -0.529 -3.562  0.420
C 1.978 -1.956 1.880  -0.683
H 0.927 -1.675 1.836  0.089
Te -1.395 1.009 -3.299  0.440
H 4.597 -1.496 1.658  0.452
H -3.853 0.167 -2.578  0.123
C 3.287 -0.309 -2.517  -0.875
H -4.653 2.901 0.151  0.457
C 4.168 -1.260 2.629  -0.886
H 4.994 0.378 0.303  0.496

Summary:
Frontier orbital gap (alpha / beta), eV: 5.38 / 5.39
Energy above the lowest of the compared OMol25 structures with the same formula, charge and spin, kJ/mol: 243.7
Strongest force on any atom, hartree/bohr: 0.0545
Charge: +1

The following is a quantum chemistry calculation of C19H26BrN3O4S in the gas phase at a distorted geometry, from the OMol25 dataset.

Each line ends with the Mulliken charge.
Cartesian coordinates (Å):
O 2.419 3.635 0.671  -0.464
H 4.315 1.945 0.894  0.144
C 3.827 -0.919 0.879  -1.240
C 0.466 3.090 1.819  -0.656
H -3.234 1.430 1.767  0.483
H -0.465 -2.064 2.252  0.402
H 3.768 -0.978 -2.439  0.481
N 3.977 -0.364 -0.457  0.287
C 1.166 3.115 0.588  0.689
C -3.293 0.979 -0.317  0.108
H 4.011 -0.137 1.618  0.410
C 0.545 2.649 -0.547  -0.393
H -3.132 0.649 -2.436  0.425
H -0.744 -2.898 -1.717  0.395
H -1.483 -1.317 -1.349  0.153
H -1.313 2.554 2.848  0.410
O 5.284 2.125 -0.916  -0.643
N 2.169 -2.522 0.098  -0.112
N -0.428 -2.220 0.200  0.285
C -1.273 -2.319 -0.967  -0.977
C -1.100 -1.806 1.409  -0.939
C 2.443 -1.536 1.120  -0.242
S 0.773 -3.390 0.364  1.213
H -2.063 -2.313 1.528  0.364
C -2.642 1.040 -1.558  -0.726
H 4.586 -1.697 0.994  0.421
O 0.821 -3.847 1.716  -0.723
Br -5.012 0.157 -0.228  -0.181
H 0.971 3.485 2.686  0.505
H -2.220 -2.820 -0.739  0.360
C -1.435 2.054 0.758  0.523
H 2.097 -2.815 -1.930  0.548
C 2.270 -1.987 -1.243  -0.057
H 2.271 0.884 -0.139  -0.128
H 1.667 -0.754 1.119  0.089
H -1.265 -0.726 1.384  0.120
H -0.886 1.647 -2.585  0.401
C -1.396 1.597 -1.634  -0.611
H 5.618 1.220 -0.975  0.417
H 1.034 2.676 -1.509  0.296
C 3.671 -1.394 -1.434  -1.408
H 3.062 1.004 -1.727  0.527
H 4.120 4.202 -0.216  0.320
C -0.754 2.108 -0.486  0.540
H 2.414 -2.054 2.079  0.572
H 2.948 3.507 -1.349  0.381
C -0.793 2.577 1.902  -1.116
H 1.504 -1.214 -1.411  0.090
H 4.409 -2.190 -1.311  0.402
O 0.668 -4.337 -0.699  -0.720
C 3.372 3.416 -0.345  -0.901
C 4.088 2.064 -0.179  0.166
C -2.718 1.477 0.819  -0.443
C 3.238 0.877 -0.655  -0.250

Summary:
Frontier orbital gap, eV: 8.53
Energy above the lowest of the compared OMol25 structures with the same formula, charge and spin, kJ/mol: 0.0
Strongest force on any atom, hartree/bohr: 0.0230
Charge: 0

The following is a quantum chemistry calculation of 2 unconnected molecules or ions with the total composition C19H26ClINO3 at a distorted geometry, from the OMol25 dataset.

Each line ends with the Mulliken charge.
Cartesian coordinates (Å):
H 2.154 2.704 -2.978  0.253
H 1.830 0.859 -4.898  0.212
C 1.948 -1.655 0.713  -0.450
H 0.403 -4.135 1.686  0.333
C -3.011 3.454 2.599  -0.423
C 2.261 -0.386 -3.014  -0.524
C -0.110 -2.391 3.117  0.211
C 1.480 0.205 -1.741  -1.150
H 3.279 -0.776 -2.619  0.258
C 2.659 0.745 -4.116  0.389
N 0.388 -0.691 -1.219  0.520
H -3.312 4.265 1.937  0.313
H 4.841 0.025 -4.250  0.324
O -0.336 -0.910 2.892  -0.224
H 4.300 1.276 -5.527  0.354
H 3.460 -0.734 2.087  0.296
C 3.987 0.313 -4.964  -1.214
H 3.871 1.906 -2.649  0.261
H -3.099 -1.437 -2.103  0.300
H 2.535 -2.641 0.648  0.350
H -2.500 0.826 3.553  -0.083
C -0.631 -2.464 0.489  0.502
O -4.252 1.874 3.825  -0.406
C -0.481 -3.408 1.771  -0.903
H -2.021 1.896 1.412  0.195
H 0.973 1.227 -1.936  0.339
C -2.002 -2.448 -0.261  -0.456
H 0.755 -2.750 3.866  0.261
C -0.886 -0.658 -1.933  0.362
C 0.541 -1.567 -0.062  0.866
C -1.462 -1.640 3.792  -0.549
H 3.577 2.848 -4.193  0.403
H -2.054 3.678 3.075  0.264
H 1.729 -1.287 -3.482  0.360
C -4.044 3.211 3.665  0.410
H -2.232 -1.354 3.003  0.035
C 3.059 2.163 -3.417  -1.126
H -1.116 -0.961 4.659  0.436
O -4.591 4.060 4.318  -0.546
H -3.874 0.271 2.569  0.271
H 2.002 0.426 1.526  0.240
I -3.742 -3.631 0.254  0.197
C 2.489 -0.610 1.500  -0.689
H -1.448 -3.911 2.100  0.264
H 3.765 -0.475 -5.759  0.324
C -2.983 2.124 1.876  -0.342
C -2.121 -1.512 -1.498  -0.517
C -3.364 1.151 2.967  0.044
H -3.746 2.118 1.090  0.279
H 2.283 0.432 -0.942  0.258
Cl -1.151 0.377 -3.430  -0.087

Summary:
Frontier orbital gap, eV: 7.39
Strongest force on any atom, hartree/bohr: 0.1195
Charge: +1

The following is a quantum chemistry calculation of a molecular structure, C19H26CoN3OS2SeSi, from the OMol25 dataset.

Each line ends with the Mulliken spin population.
Cartesian coordinates (Å):
N 0.362 -1.582 -0.801  -0.042
C -1.344 3.259 1.762  -0.001
C 0.600 -2.238 0.387  0.001
H -1.102 4.199 2.266  0.000
H 0.342 5.501 -1.789  0.000
C -2.221 1.987 3.627  0.001
Si 0.107 -2.379 -2.295  -0.011
H -2.968 1.849 1.608  0.000
C 0.443 -4.228 1.810  -0.002
H 2.028 -1.750 3.451  0.000
H -1.754 -3.393 -3.558  0.000
N -3.193 -0.489 0.931  -0.001
Co 0.465 0.327 -1.017  1.077
N 0.953 2.214 -1.575  -0.007
H -1.676 -4.095 -1.935  0.000
H -0.770 3.269 -1.954  0.000
H -0.640 -0.684 -3.970  -0.002
O 0.162 1.204 0.970  -0.003
C 1.504 -2.276 2.658  -0.001
C 0.903 4.590 -1.635  0.001
H -0.319 1.002 4.207  0.000
S 2.863 0.621 -0.948  -0.031
H -3.422 3.356 2.409  0.000
C 0.287 3.365 -1.736  -0.001
C 0.193 -3.573 0.614  -0.001
H 0.099 -5.250 1.929  0.000
H -2.033 2.756 4.383  0.000
C 2.271 4.606 -1.318  0.000
C -1.572 -3.165 -2.501  0.001
C -0.941 1.206 3.336  -0.001
Se -1.951 0.627 -1.570  -0.017
C 1.100 -3.594 2.857  0.002
H 3.993 3.411 -0.851  0.000
C 2.947 3.430 -1.125  0.002
H 0.736 -1.641 -4.558  0.003
C 1.265 -1.613 1.466  0.000
H 1.012 -0.325 -3.435  -0.008
C 0.313 -1.132 -3.684  0.023
H 2.391 -3.217 -2.619  0.000
H -1.138 0.272 2.804  0.000
H -2.341 -2.468 -2.160  0.000
C -2.700 -0.076 -0.031  0.000
C 1.405 -3.692 -2.609  0.001
H -0.363 -4.094 -0.155  0.000
H -1.320 3.407 0.682  0.000
H 1.242 -4.169 -3.582  0.000
H 1.418 -4.471 -1.843  0.000
C -2.622 2.623 2.297  0.000
H -2.994 1.322 4.015  0.000
H 2.792 5.551 -1.211  0.000
H 1.607 -0.596 1.336  0.000
S 0.033 2.139 2.125  0.011
H 1.290 -4.104 3.792  0.000
C 2.257 2.203 -1.254  0.005

Summary:
Multiplicity: 2
Frontier orbital gap (alpha / beta), eV: 6.01 / 5.99
Energy above the lowest of the compared OMol25 structures with the same formula, charge and spin, kJ/mol: 0.0
Strongest force on any atom, hartree/bohr: 0.0137
Charge: -1
⟨S²⟩: 0.788